Record 1
Formula: C40H45GeNPSSeV
Source: OMol25
Level of theory: the ωB97M-V functional and the def2-TZVPD basis

maximum force	0.81	eV/Å
HOMO level (spin up / spin down)	-13.69 / -13.70	eV
calculated total energy	-211360.827	eV
M	805.36	g/mol
net charge	+2
ΔE to the lowest compared entry with this formula, charge and spin	23.0	kcal/mol
multiplicity	3
⟨S²⟩	2.05

Each line ends with the Mulliken charge.
Positions of all 91 atoms, in Å:
V1 -0.219 -0.141 0.177  -0.644
C1 -4.224 2.546 4.725  -1.343
C2 -3.653 3.776 4.009  2.400
C3 -4.558 4.974 4.295  -2.301
C4 -2.249 4.076 4.552  -1.478
C5 -3.571 3.456 2.514  -0.705
C6 -4.450 4.042 1.593  -0.396
C7 -4.426 3.715 0.255  -1.419
C8 -3.481 2.793 -0.167  1.015
S1 -3.234 2.236 -1.781  -0.400
C9 -1.936 1.283 -1.268  0.921
N1 -1.662 1.327 0.037  0.911
C10 -2.572 2.207 0.710  -1.825
C11 -2.630 2.535 2.060  0.994
C12 -1.126 0.513 -2.224  0.652
C13 -1.564 0.391 -3.548  -1.232
C14 -0.756 -0.199 -4.491  -0.850
C15 0.502 -0.665 -4.120  -0.975
C16 0.924 -0.577 -2.807  -0.124
C17 0.124 -0.002 -1.806  0.976
H1 -4.260 2.719 5.804  0.424
H2 -3.609 1.666 4.537  0.096
H3 -5.239 2.328 4.382  0.403
H4 -4.563 5.168 5.369  0.430
H5 -5.593 4.790 3.997  0.466
H6 -4.208 5.883 3.798  0.460
H7 -2.308 4.365 5.605  0.546
H8 -1.778 4.893 4.001  0.335
H9 -1.595 3.203 4.487  0.213
H10 -5.183 4.761 1.931  0.484
H11 -5.119 4.166 -0.444  0.440
H12 -1.943 2.088 2.761  -0.132
H13 -2.531 0.779 -3.847  0.419
H14 -1.093 -0.285 -5.516  0.432
H15 1.150 -1.115 -4.861  0.445
H16 1.895 -0.984 -2.574  0.182
C18 2.584 -5.252 -0.704  -1.125
Ge1 3.810 -4.199 0.362  0.635
C19 5.157 -3.349 -0.743  -1.192
C20 4.584 -5.179 1.836  -1.214
C21 2.714 -2.802 1.272  -0.561
Se1 1.790 -1.680 -0.013  0.012
C22 3.147 -0.300 -0.259  -0.948
H17 3.131 -5.992 -1.291  0.396
H18 2.032 -4.613 -1.395  0.359
H19 1.875 -5.781 -0.065  0.340
H20 5.809 -4.121 -1.158  0.419
H21 5.775 -2.663 -0.161  0.359
H22 4.707 -2.816 -1.583  0.374
H23 5.200 -5.997 1.458  0.396
H24 3.800 -5.602 2.467  0.377
H25 5.214 -4.524 2.441  0.365
H26 3.296 -2.168 1.935  0.025
H27 1.955 -3.314 1.863  0.563
H28 4.078 -0.806 -0.494  0.474
H29 3.253 0.269 0.660  0.098
H30 2.845 0.342 -1.077  0.554
C23 4.079 -1.422 4.720  -0.724
C24 2.822 -2.011 4.760  -0.682
C25 1.765 -1.447 4.059  -1.090
C26 1.956 -0.280 3.319  1.830
C27 3.218 0.316 3.296  -0.963
C28 4.278 -0.260 3.984  -0.914
P1 0.577 0.486 2.417  1.521
C29 0.842 2.250 2.669  0.914
C30 0.740 3.117 1.580  -0.238
C31 1.005 4.471 1.732  -0.727
C32 1.374 4.963 2.976  -0.706
C33 1.478 4.107 4.067  -0.765
C34 1.219 2.755 3.916  -0.367
C35 -0.874 -0.163 3.300  0.625
C36 -1.762 -0.992 2.611  -0.370
C37 -2.827 -1.608 3.254  -1.030
C38 -2.992 -1.412 4.617  -0.694
C39 -2.110 -0.598 5.322  -0.972
C40 -1.063 0.032 4.668  0.261
H31 4.901 -1.859 5.275  0.471
H32 2.661 -2.911 5.343  0.494
H33 0.790 -1.915 4.108  0.497
H34 3.379 1.244 2.760  0.491
H35 5.253 0.213 3.964  0.485
H36 0.463 2.743 0.604  0.273
H37 0.931 5.138 0.882  0.499
H38 1.590 6.018 3.097  0.410
H39 1.775 4.492 5.035  0.484
H40 1.346 2.092 4.764  0.396
H41 -1.655 -1.216 1.544  0.322
H42 -3.507 -2.246 2.705  0.486
H43 -3.811 -1.897 5.134  0.423
H44 -2.245 -0.449 6.386  0.480
H45 -0.379 0.655 5.231  0.352


Record 2
Formula: C40H46BBrF48O8
Source: OMol25
Level of theory: the ωB97M-V functional and the def2-TZVPD basis

maximum force	2.67	eV/Å
HOMO level	-9.54	eV
calculated total energy	-259758.561	eV
SMILES string	CC[C@@H](C)B(OC[C@H](C)O)[C@H](Br)CC.FC(F)C(F)(F)COC(F)(F)C(F)F.FC(F)C(F)(F)COC(F)(F)C(F)F.FC(F)C(F)(F)COC(F)(F)C(F)F.FC(F)C(F)(F)COC(F)(F)C(F)F.FC(F)C(F)(F)COC(F)(F)C(F)F.FC(F)C(F)(F)COC(F)(F)C(F)F
M	1657.42	g/mol
net charge	0

Each line ends with the Mulliken charge.
Positions of all 144 atoms, in Å:
C1 -5.457 -2.381 -2.201  -0.903
C2 -4.107 -3.313 -2.156  -0.216
C3 -3.357 -3.173 -0.699  0.275
C4 -2.080 -4.189 -0.545  -0.828
B1 -2.975 -1.566 -0.497  0.441
O1 -3.394 -0.983 0.827  -0.567
C5 -2.654 -1.611 1.932  -0.345
C6 -2.654 -0.708 3.316  0.370
C7 -2.092 0.821 3.127  -0.775
O2 -1.842 -1.343 4.371  -0.546
C8 -2.244 -0.614 -1.621  -0.087
Br1 -0.425 -1.224 -2.196  -0.203
C9 -2.119 0.970 -1.218  0.550
C10 -3.054 1.983 -2.128  -0.796
H1 -6.239 -2.903 -2.935  0.291
H2 -5.280 -1.274 -2.542  0.195
H3 -5.972 -2.383 -1.128  0.248
H4 -4.429 -4.436 -2.264  0.370
H5 -3.408 -3.028 -3.055  -0.098
H6 -4.141 -3.493 0.142  0.165
H7 -2.251 -5.058 -1.346  0.258
H8 -2.048 -4.756 0.504  0.244
H9 -1.032 -3.711 -0.751  0.144
H10 -1.561 -1.861 1.535  0.162
H11 -3.241 -2.613 2.209  0.190
H12 -3.770 -0.602 3.724  0.182
H13 -0.936 0.947 3.302  0.069
H14 -2.333 1.313 2.087  0.075
H15 -2.648 1.491 3.940  0.304
H16 -1.166 -0.690 4.726  0.307
H17 -2.932 -0.665 -2.595  0.258
H18 -2.347 1.221 -0.098  -0.761
H19 -0.999 1.295 -1.414  0.411
H20 -3.515 2.789 -1.393  0.219
H21 -3.930 1.339 -2.565  0.249
H22 -2.345 2.453 -2.943  0.143
F1 -2.895 -6.165 -4.979  -0.229
C11 -2.225 -5.077 -5.415  0.061
F2 -1.941 -4.339 -4.308  -0.178
C12 -3.029 -4.253 -6.416  0.902
F3 -4.145 -3.725 -5.845  -0.241
F4 -2.264 -3.180 -6.792  -0.333
C13 -3.425 -4.998 -7.701  -0.775
O3 -4.744 -5.553 -7.729  -0.404
C14 -4.883 -6.828 -7.104  0.690
F5 -3.653 -7.340 -6.864  -0.266
F6 -5.448 -7.639 -8.040  -0.297
C15 -5.771 -6.789 -5.853  0.210
F7 -5.305 -5.911 -4.930  -0.177
F8 -5.811 -8.003 -5.243  -0.258
H23 -1.274 -5.405 -5.846  0.284
H24 -3.432 -4.249 -8.503  0.415
H25 -2.668 -5.725 -8.015  0.359
H26 -6.795 -6.497 -6.106  0.238
F9 -2.168 2.334 -8.228  -0.232
C16 -1.822 2.323 -6.923  0.153
F10 -1.899 3.614 -6.499  -0.271
C17 -0.421 1.766 -6.690  0.826
F11 0.530 2.555 -7.258  -0.294
F12 -0.171 1.799 -5.343  -0.280
C18 -0.213 0.315 -7.153  -0.576
O4 0.382 0.141 -8.443  -0.397
C19 -0.517 0.226 -9.547  0.756
F13 -1.790 0.183 -9.086  -0.278
F14 -0.340 -0.921 -10.258  -0.295
C20 -0.247 1.438 -10.448  0.180
F15 -0.309 2.605 -9.759  -0.202
F16 -1.174 1.527 -11.439  -0.256
H27 -2.573 1.750 -6.370  0.262
H28 0.512 -0.130 -6.460  0.404
H29 -1.115 -0.297 -7.032  0.263
H30 0.743 1.372 -10.909  0.232
F17 -2.524 7.113 -1.232  -0.195
C21 -1.925 8.026 -2.027  0.110
F18 -1.513 9.030 -1.207  -0.291
C22 -2.857 8.565 -3.108  0.836
F19 -3.899 9.255 -2.570  -0.277
F20 -2.157 9.478 -3.854  -0.330
C23 -3.403 7.509 -4.082  -0.625
O5 -4.709 6.999 -3.795  -0.389
C24 -4.755 5.946 -2.833  0.791
F21 -3.499 5.488 -2.617  -0.238
F22 -5.424 4.924 -3.435  -0.293
C25 -5.479 6.345 -1.541  0.130
F23 -4.911 7.429 -0.957  -0.218
F24 -5.430 5.343 -0.623  -0.236
H31 -1.032 7.571 -2.466  0.278
H32 -3.519 8.012 -5.050  0.410
H33 -2.683 6.706 -4.276  0.316
H34 -6.530 6.581 -1.736  0.240
F25 5.053 0.221 5.289  -0.195
C26 5.389 0.404 3.994  0.265
F26 6.646 0.925 3.998  -0.282
C27 4.426 1.334 3.263  0.943
F27 4.463 2.593 3.775  -0.292
F28 4.854 1.451 1.965  -0.272
C28 2.967 0.853 3.215  -0.896
O6 2.088 1.399 4.204  -0.419
C29 2.123 0.753 5.476  0.738
F29 2.796 -0.417 5.360  -0.258
F30 0.834 0.413 5.753  -0.262
C30 2.671 1.653 6.591  0.146
F31 3.919 2.104 6.309  -0.218
F32 2.763 0.974 7.766  -0.242
H35 5.440 -0.575 3.507  0.067
H36 2.554 1.209 2.263  0.498
H37 2.887 -0.239 3.155  0.344
H38 2.026 2.523 6.746  0.276
F33 3.332 0.112 13.782  -0.209
C31 3.930 1.025 12.987  0.097
F34 4.343 2.029 13.807  -0.282
C32 2.998 1.564 11.907  0.852
F35 1.957 2.254 12.445  -0.287
F36 3.698 2.476 11.161  -0.327
C33 2.452 0.508 10.932  -0.412
O7 1.146 -0.002 11.220  -0.408
C34 1.100 -1.056 12.181  0.749
F37 2.357 -1.513 12.398  -0.279
F38 0.432 -2.077 11.579  -0.292
C35 0.376 -0.656 13.473  0.211
F39 0.945 0.428 14.057  -0.207
F40 0.426 -1.658 14.391  -0.260
H39 4.823 0.569 12.548  0.281
H40 2.337 1.011 9.964  0.159
H41 3.172 -0.295 10.738  0.400
H42 -0.674 -0.420 13.278  0.234
F41 8.102 0.065 0.294  -0.168
C36 9.414 -0.071 0.004  0.099
F42 9.642 0.705 -1.092  -0.288
C37 9.808 -1.518 -0.273  0.815
F43 9.191 -1.999 -1.385  -0.276
F44 11.149 -1.545 -0.555  -0.332
C38 9.572 -2.490 0.894  -0.625
O8 8.359 -3.248 0.850  -0.416
C39 7.202 -2.578 1.347  0.746
F45 7.587 -1.457 2.004  -0.229
F46 6.676 -3.401 2.294  -0.320
C40 6.154 -2.306 0.260  0.214
F47 6.663 -1.574 -0.762  -0.205
F48 5.107 -1.596 0.758  -0.196
H43 9.997 0.348 0.830  0.273
H44 10.364 -3.247 0.831  0.416
H45 9.725 -2.017 1.871  0.308
H46 5.768 -3.241 -0.156  0.213